1.
One molecule with the formula C10H7N3O at a distorted geometry, computed with ωB97M-V/def2-TZVPD.

The orbital gap is 8.68 eV. As for the maximum force: 4.52 eV/A. As for the energy above the lowest of the compared OMol25 structures with the same formula, charge and spin: 7.9 kJ/mol.

Each line ends with the Mulliken charge.
Atoms and positions in Å:
O1 -4.81093 -0.30681 -0.08094  -0.62
C1 -3.61599 -0.11457 -0.03256  0.17
N1 -2.89244 0.98134 -0.07095  -0.02
C2 -1.54952 0.77810 0.06440  0.38
C3 -0.37504 1.42089 -0.13288  -0.83
C4 0.78335 0.60262 0.00373  0.98
C5 2.07985 1.20026 0.20797  -0.97
C6 3.20495 0.51386 0.10864  -0.21
C7 3.21608 -0.92092 -0.10872  -0.60
C8 2.00265 -1.48721 -0.09453  -0.03
C9 0.74321 -0.82781 -0.02620  0.11
N2 -0.38934 -1.51173 0.03117  -0.68
C10 -1.46695 -0.77817 0.10048  0.49
N3 -2.74485 -1.21768 0.13827  -0.16
H1 -3.33643 1.81917 -0.05174  0.11
H2 -0.09957 2.52897 -0.43429  0.23
H3 2.11951 2.25444 0.25673  0.36
H4 4.14849 1.05244 0.18080  0.35
H5 4.19979 -1.39985 -0.42280  0.31
H6 1.96884 -2.57865 -0.28757  0.32
H7 -3.18567 -2.00869 0.65099  0.30

2.
C37H33BrN5O7SiTc as an isolated structure at a distorted geometry, computed with ωB97M-V/def2-TZVPD.

The multiplicity is 4. The net charge is +1. The orbital gap (alpha / beta) is 6.11 / 5.08 eV. The expectation value of S² is 3.77. As for the maximum force: 2.15 eV/A. As for the energy above the lowest of the compared OMol25 structures with the same formula, charge and spin: 0.0 kJ/mol.

Each line ends with the Mulliken charge.
Atoms and positions in Å:
Tc1 -0.27732 -0.21997 0.62569  0.39
N1 1.66730 0.60829 0.40221  -0.02
C1 2.17077 1.82805 -0.22704  0.65
C2 3.54905 1.90107 -0.25766  -0.97
C3 4.22981 2.93427 -0.88703  -1.10
C4 3.50093 3.91401 -1.52914  -0.83
C5 2.11413 3.88602 -1.52526  1.40
C6 1.39784 4.95308 -2.20132  -0.92
C7 0.08424 4.88356 -2.35898  -0.99
C8 -0.69453 3.73201 -1.83127  0.19
N2 0.00923 2.94073 -0.78439  1.03
C9 1.38891 2.84799 -0.84123  -0.61
H1 2.10785 -0.21457 -0.09848  0.86
H2 2.06731 0.57983 1.33475  0.29
H3 4.10997 1.09147 0.20347  0.50
H4 5.31305 2.95370 -0.88944  0.40
H5 4.00070 4.72562 -2.04692  0.43
H6 1.97438 5.77930 -2.60513  0.42
H7 -0.47009 5.62991 -2.91959  0.46
H8 -1.59132 4.14977 -1.37011  0.22
C10 -0.74456 4.56404 1.40728  -1.28
Si1 -1.03537 2.87873 0.69736  -0.39
C11 -2.81115 2.67361 0.18884  -0.75
C12 -1.17397 2.84176 -2.98999  -0.90
N3 -0.67307 1.49008 1.63585  0.66
C13 -0.67517 1.37877 3.04611  0.08
C14 -1.21835 2.29765 3.94584  -0.88
C15 -1.14957 2.08775 5.31583  -1.12
C16 -0.56268 0.94198 5.82661  -0.78
C17 -0.04883 -0.00975 4.95390  -0.96
C18 -0.11705 0.23826 3.60434  1.09
O1 0.31904 -0.69270 2.61160  0.75
C19 1.19978 -1.75927 2.94787  0.25
C20 0.75921 -3.04714 2.74917  -0.36
C21 1.63733 -4.09029 3.00902  -0.64
C22 2.92280 -3.82517 3.46546  -0.61
C23 3.33338 -2.51314 3.67060  -0.94
C24 2.46591 -1.46256 3.40643  0.00
H9 -1.29084 5.28200 0.78130  0.35
H10 0.31577 4.83663 1.38543  0.35
H11 -1.10525 4.68325 2.43230  0.53
H12 -3.18117 3.35265 -0.58596  0.42
H13 -3.41823 2.84479 1.08777  0.39
H14 -2.98894 1.64380 -0.14088  -0.12
H15 -1.71313 3.45518 -3.71802  0.58
H16 -1.83955 2.06309 -2.61908  -0.07
H17 -0.31394 2.37929 -3.48204  0.22
H18 -1.72009 3.17976 3.56384  0.39
H19 -1.57726 2.82135 5.99039  0.43
H20 -0.51570 0.77289 6.89442  0.46
H21 0.39135 -0.92896 5.32342  0.53
H22 -0.24673 -3.22413 2.38616  0.35
H23 1.31420 -5.11336 2.85228  0.49
H24 3.60549 -4.64169 3.66694  0.45
H25 4.33229 -2.30205 4.03486  0.43
H26 2.76351 -0.43183 3.57575  0.49
O2 -2.07132 -1.11826 0.96424  -0.66
C25 -2.88490 -1.51656 0.10355  -0.58
C26 -2.73295 -1.41491 -1.30330  0.96
C27 -3.67101 -2.09897 -2.09454  -0.40
C28 -3.54093 -2.09586 -3.44291  -0.85
C29 -2.48135 -1.42129 -4.06650  -0.42
C30 -1.57325 -0.72401 -3.31394  -0.12
C31 -1.67927 -0.68238 -1.91326  -0.11
O3 -0.83254 0.06574 -1.24522  -0.12
N4 -4.53212 -2.82932 -4.26146  1.01
O4 -4.33799 -2.88141 -5.46135  -0.60
O5 -5.46797 -3.34852 -3.67976  -0.60
H27 -3.79197 -1.99938 0.47650  0.45
H28 -4.49214 -2.63880 -1.63847  0.62
H29 -2.39720 -1.46813 -5.14391  0.55
H30 -0.74637 -0.19698 -3.77746  0.62
Br1 -1.10339 -6.98733 -1.83637  -0.15
C32 0.31665 -5.76130 -2.02248  -0.26
C33 1.38561 -6.05537 -2.85588  -0.13
N5 2.41592 -5.22272 -3.02098  -0.61
C34 2.40299 -4.06983 -2.34924  -0.11
C35 1.36859 -3.70053 -1.49868  0.19
C36 0.29871 -4.56846 -1.33506  -0.26
C37 1.39678 -2.37766 -0.80242  0.28
O6 2.41257 -1.66894 -0.87984  -0.85
O7 0.31327 -2.08568 -0.13938  0.07
H31 1.40974 -6.98983 -3.40715  0.39
H32 3.24809 -3.40607 -2.48543  0.53
H33 -0.52393 -4.30663 -0.68339  0.48

3.
C3H3O3Sm as an isolated structure at a distorted geometry, computed with ωB97M-V/def2-TZVPD.

The multiplicity is 7. The net charge is +1. The orbital gap (alpha / beta) is 5.18 / 5.29 eV. The expectation value of S² is 12.01. As for the maximum force: 3.20 eV/A. As for the energy above the lowest of the compared OMol25 structures with the same formula, charge and spin: 291.8 kJ/mol.

Each line ends with the Mulliken charge.
Atoms and positions in Å:
O1 -0.08429 -0.58912 -0.09054  -0.47
Sm1 -2.52994 -0.50767 -0.78233  1.66
O2 -1.47205 0.90757 0.64590  -0.71
C1 -0.27087 0.53415 0.70622  0.85
O3 0.75764 1.10162 1.06765  -0.43
C2 1.28625 -1.06676 -0.04592  -0.27
H1 1.46066 -1.65396 -0.96259  0.26
H2 1.34820 -1.70165 0.85646  0.26
C3 2.16757 0.12527 -0.04289  -0.33
H3 2.94639 -0.05829 0.71845  0.17

Which value of maximum force does entry 3 give?
3.20 eV/A

Please write out number 3 again, unchanged.
C3H3O3Sm as an isolated structure at a distorted geometry, computed with ωB97M-V/def2-TZVPD.

The multiplicity is 7. The net charge is +1. The orbital gap (alpha / beta) is 5.18 / 5.29 eV. The expectation value of S² is 12.01. As for the maximum force: 3.20 eV/A. As for the energy above the lowest of the compared OMol25 structures with the same formula, charge and spin: 291.8 kJ/mol.

Each line ends with the Mulliken charge.
Atoms and positions in Å:
O1 -0.08429 -0.58912 -0.09054  -0.47
Sm1 -2.52994 -0.50767 -0.78233  1.66
O2 -1.47205 0.90757 0.64590  -0.71
C1 -0.27087 0.53415 0.70622  0.85
O3 0.75764 1.10162 1.06765  -0.43
C2 1.28625 -1.06676 -0.04592  -0.27
H1 1.46066 -1.65396 -0.96259  0.26
H2 1.34820 -1.70165 0.85646  0.26
C3 2.16757 0.12527 -0.04289  -0.33
H3 2.94639 -0.05829 0.71845  0.17

Which of these has the highest maximum force?
C10H7N3O